Record 1
61
Properties=species:S:1:pos:R:3:forces:R:3 method="wB97M-V/def2-TZVPD" e_lumo_ev="-12.952 / -12.206" molar_mass_g_mol=750.16 charge=+3 de_lowest_kj_mol=101.4
Pb 0.01802 -0.94155 -0.96227 0.815 -0.462 -0.148
C 1.18984 2.39105 -0.90983 0.197 0.095 0.081
N -0.07010 1.79285 -1.38576 -0.106 -0.036 -0.029
C -1.30059 2.39674 -0.85924 0.162 0.001 0.004
C -2.03836 1.48612 0.07047 -0.169 0.264 0.051
N -1.89808 0.15475 0.05201 -0.468 -0.260 0.483
C -2.78837 -0.34797 0.94378 0.306 0.500 -0.354
C -3.09492 -1.69775 1.28640 -0.215 -0.280 0.181
C -4.03207 -1.89734 2.26308 0.305 -0.302 -0.340
C -4.68982 -0.80919 2.87402 -0.097 0.010 0.086
C -4.42909 0.53883 2.51307 0.190 0.432 -0.271
C -3.48600 0.73812 1.54617 -0.427 -0.214 0.508
N -2.96289 1.88111 0.95267 0.103 -0.008 -0.149
C 1.87987 1.53484 0.11066 -0.118 -0.313 0.002
N 1.76994 0.21908 0.15958 -0.371 0.299 -0.320
C 2.61533 -0.21917 1.17264 0.448 0.050 0.407
C 2.92654 -1.50386 1.62451 -0.054 0.142 -0.066
C 3.78496 -1.60620 2.70200 -0.083 -0.151 -0.183
C 4.34824 -0.47346 3.30347 -0.019 0.323 0.030
C 4.09105 0.80327 2.83312 0.116 -0.083 0.182
C 3.22705 0.90246 1.75169 -0.277 -0.456 -0.129
N 2.73567 1.99149 1.04050 0.014 0.171 0.054
H 1.02956 3.39422 -0.50409 -0.002 -0.002 -0.052
H 1.87275 2.50602 -1.75565 -0.085 0.011 -0.035
H -0.09212 1.84827 -2.39750 0.002 0.060 0.018
H -1.98289 2.62049 -1.68661 -0.032 0.014 0.041
H -1.10360 3.34740 -0.35550 -0.033 0.015 -0.021
H -2.62375 -2.52483 0.77264 0.064 -0.006 0.066
H -4.29178 -2.90669 2.55255 -0.045 0.018 0.035
H -5.43565 -1.00879 3.63424 -0.009 0.027 -0.005
H -4.96369 1.35606 2.98003 -0.041 -0.052 0.042
H -3.28560 2.82601 1.11360 0.061 0.039 -0.060
H 2.53435 -2.38054 1.12762 -0.009 -0.059 0.090
H 4.04996 -2.58610 3.07574 0.016 -0.006 -0.006
H 5.01785 -0.59784 4.14328 0.021 -0.017 -0.010
H 4.55153 1.66984 3.28875 0.038 0.010 -0.044
H 3.03676 2.94601 1.16497 -0.006 0.026 -0.107
O 0.08467 -4.31550 4.73092 0.095 -0.776 1.029
C 0.25488 -3.28504 5.49644 0.117 0.288 0.192
O 0.49929 -3.35086 6.66812 -0.016 0.345 0.049
C 0.15546 -1.90229 4.83923 0.184 0.724 0.978
C 0.23972 -0.69587 5.54140 -0.063 -1.929 -0.343
Cl 0.42401 -0.46582 7.20347 0.099 -0.400 -0.209
N 0.17629 0.30598 4.59599 -0.047 1.259 0.572
N 0.04830 -0.19421 3.32893 -0.049 -0.393 -0.714
C 0.04180 -1.49585 3.45655 -0.093 0.422 -0.188
C -0.12020 -2.40795 2.23674 0.345 0.054 0.670
O -0.27326 -3.59460 2.48169 -0.374 0.282 -1.506
O -0.07107 -1.87568 1.08857 -0.348 0.352 -0.155
C 0.22234 1.67816 4.75873 -0.018 -0.910 -0.280
C 0.40206 2.46427 3.59462 0.056 0.537 -0.334
C 0.49106 3.82800 3.71102 0.062 -0.308 -0.261
C 0.37941 4.44225 4.96656 0.006 0.077 0.111
C 0.19043 3.66688 6.11463 -0.068 -0.171 0.027
C 0.10557 2.29826 6.02119 -0.038 0.454 0.500
H -0.11160 -4.10330 3.78918 -0.010 0.128 -0.129
H 0.49803 1.95992 2.64473 0.040 0.024 0.028
H 0.67394 4.44375 2.83925 -0.062 -0.028 0.001
H 0.43078 5.52040 5.04814 0.039 0.000 0.002
H 0.09696 4.15193 7.07649 -0.011 -0.050 0.026
H -0.06331 1.70760 6.90538 -0.038 0.218 -0.099

***

Record 2
58
Properties=species:S:1:pos:R:3:forces:R:3 method="wB97M-V/def2-TZVPD" e_lumo_ev="-2.971 / -2.944" molar_mass_g_mol=566.57 s_squared=1.240 multiplicity=2
Mn 0.13455 -0.28012 -0.27334 2.264 1.226 2.317
C 2.54825 3.23490 -0.95844 0.031 -0.036 -0.131
C 1.20875 3.58509 -0.39341 -0.231 -0.314 0.051
C 1.02208 4.81433 0.22287 -0.084 0.018 0.018
C -0.21033 5.18373 0.72405 -0.004 -0.005 0.010
C -1.28512 4.31454 0.63351 0.063 -0.035 0.017
C -1.14043 3.07243 0.03752 0.230 -0.151 -0.251
C -2.32282 2.15547 -0.11087 0.163 -0.281 -0.021
C 0.11139 2.71574 -0.49081 -0.144 0.750 0.576
N 0.23249 1.47090 -1.14475 -0.370 -0.728 0.112
C 0.42164 1.51583 -2.48677 -0.254 0.146 -0.476
O 0.46966 2.50661 -3.19464 0.119 -0.426 0.087
C 0.48275 0.11828 -3.03665 -0.039 -0.058 -0.259
C 0.60634 -0.24207 -4.37123 0.074 0.083 0.379
C 0.62040 -1.59162 -4.69427 -0.049 -0.006 0.256
C 0.45321 -2.54342 -3.69292 0.002 0.131 0.286
C 0.27852 -2.09993 -2.39057 -0.079 -0.151 -0.077
N 0.31680 -0.80063 -2.08711 0.267 -0.516 -1.554
C -0.10417 -2.93263 -1.19029 -0.023 -0.550 -0.419
O -0.28039 -4.13607 -1.24572 0.157 0.454 -0.138
N -0.28779 -2.12720 -0.11070 0.013 0.429 -0.058
C -0.93645 -2.71812 0.99993 -0.571 -0.425 0.770
C -0.23016 -3.17477 2.11949 -0.121 0.146 -0.358
C 1.26051 -3.06552 2.19737 0.027 0.072 -0.119
C -0.94342 -3.76603 3.15375 -0.081 0.003 -0.033
C -2.31639 -3.91199 3.08932 0.011 0.009 -0.052
C -3.00536 -3.45770 1.97705 0.002 -0.021 0.054
C -2.33358 -2.85112 0.93196 0.348 0.215 -0.038
C -3.06975 -2.32127 -0.26294 0.122 0.111 -0.002
H 3.32023 3.85501 -0.51002 0.083 0.001 0.009
H 2.55014 3.39849 -2.03582 0.039 0.041 -0.079
H 2.80036 2.18816 -0.79567 0.026 0.046 -0.044
H 1.85873 5.49229 0.29652 0.116 0.073 0.033
H -0.33048 6.15093 1.18619 -0.046 0.099 0.078
H -2.25037 4.60968 1.01639 -0.120 0.006 0.087
H -3.02886 2.29414 0.70387 -0.054 -0.010 0.063
H -2.01417 1.09224 -0.11895 -0.322 0.477 0.008
H -2.84130 2.36012 -1.04973 -0.019 -0.101 -0.038
H 0.68824 0.53431 -5.11282 0.059 0.124 -0.078
H 0.73954 -1.90302 -5.72037 0.009 -0.022 -0.094
H 0.44185 -3.60363 -3.89914 -0.067 -0.027 0.050
H 1.72028 -3.96982 1.79825 0.094 -0.051 -0.025
H 1.58042 -2.94598 3.23021 0.063 -0.009 0.047
H 1.62773 -2.22351 1.60908 0.011 -0.103 0.117
H -0.40564 -4.13566 4.01293 0.094 -0.002 0.151
H -2.85009 -4.37392 3.90600 -0.046 -0.066 0.063
H -4.07549 -3.57903 1.90722 -0.155 0.021 0.062
H -4.13987 -2.27897 -0.07817 -0.050 0.012 -0.004
H -2.89304 -2.96033 -1.12849 -0.028 0.022 -0.128
H -2.71475 -1.31062 -0.50962 -0.206 -0.169 -0.044
S 2.41565 -0.26393 0.05735 -1.219 0.303 0.437
C 2.56455 0.72858 1.47797 -1.189 -0.807 -0.578
C 3.85308 1.22925 1.73150 0.554 0.367 0.079
N 4.91533 1.64360 1.86043 0.270 0.076 0.111
C 1.48733 0.97275 2.30028 -0.383 -0.826 -1.104
S -0.08776 0.36584 1.92832 0.519 -0.109 -0.897
C 1.63382 1.68766 3.50363 0.081 0.366 0.431
N 1.73333 2.27772 4.48128 0.046 0.175 0.342

***

Record 3
55
Properties=species:S:1:pos:R:3:forces:R:3 method="wB97M-V/def2-TZVPD" e_lumo_ev="-11.521 / -11.522" molar_mass_g_mol=685.59 charge=+3
W 0.67500 0.84420 0.67267 0.124 0.447 0.082
S 2.83134 0.87182 1.45538 -0.120 -0.004 -0.069
C 2.86180 -0.41575 2.66834 0.096 0.005 -0.005
C 4.00950 -1.14516 2.94680 -0.017 -0.027 0.027
C 3.98008 -2.04778 4.00290 0.028 -0.008 -0.001
C 2.84755 -2.18527 4.79713 -0.018 0.003 0.015
C 1.70799 -1.42811 4.54859 0.065 -0.011 -0.015
C 1.72899 -0.56246 3.46893 -0.026 -0.048 0.022
S 0.36895 0.53122 3.10544 -0.017 0.067 0.092
C -1.03580 -0.60751 3.06755 -0.085 -0.076 -0.030
C -1.98013 -0.19353 1.97992 0.049 0.076 -0.072
C -3.31236 -0.53596 2.07217 -0.007 -0.030 0.061
C -4.17017 -0.22405 1.03130 -0.024 0.021 -0.035
C -3.66365 0.44765 -0.07164 -0.108 -0.023 -0.007
C -2.33392 0.80143 -0.10482 0.200 -0.024 0.123
C -1.82034 1.63973 -1.22833 0.010 0.079 0.074
S -0.10713 1.20792 -1.70381 0.011 -0.188 -0.223
C 0.45782 2.81268 -2.15163 -0.003 0.049 -0.097
C 0.47364 3.21210 -3.47280 0.061 0.113 0.062
C 0.83767 4.53318 -3.75372 -0.025 -0.085 -0.043
C 1.16587 5.41258 -2.73442 0.016 0.019 0.044
C 1.16053 5.00000 -1.40264 0.013 0.064 -0.121
C 0.80898 3.68738 -1.12235 0.006 0.037 0.025
S 0.83442 3.10555 0.52354 0.088 -0.254 -0.033
N -1.47318 0.47484 0.90716 -0.363 -0.139 -0.035
H 4.90790 -1.01823 2.35649 -0.012 0.011 -0.007
H 4.86005 -2.63804 4.22112 0.005 0.014 -0.004
H 2.85690 -2.86852 5.63578 -0.001 -0.003 -0.011
H 0.84755 -1.50906 5.20125 -0.001 0.009 -0.012
H -1.53313 -0.59680 4.03576 0.002 -0.001 0.012
H -0.64501 -1.61264 2.88563 -0.002 -0.013 0.023
H -3.67255 -1.04991 2.95355 0.005 0.005 -0.001
H -5.21799 -0.49258 1.08353 0.006 0.007 -0.015
H -4.30652 0.71629 -0.89933 0.004 -0.001 0.004
H -1.78491 2.68690 -0.92009 -0.060 0.013 0.010
H -2.45349 1.55237 -2.10872 0.021 -0.011 -0.026
H 0.21660 2.52708 -4.27054 -0.011 0.009 0.005
H 0.86291 4.86570 -4.78298 -0.002 0.008 0.008
H 1.44375 6.43015 -2.97454 0.004 -0.002 0.021
H 1.44341 5.68667 -0.61515 -0.009 -0.029 0.023
C 0.94332 -1.09869 -0.21717 -0.141 0.111 0.411
C 0.24081 -1.86574 -1.22750 0.041 0.123 0.079
C -1.11687 -2.19586 -1.09179 -0.028 -0.045 -0.013
C -1.76579 -2.89517 -2.08501 0.060 0.029 0.018
C -1.06302 -3.25246 -3.24206 -0.167 -0.084 -0.146
C 0.29046 -2.95008 -3.38096 0.101 0.062 0.057
C 0.94399 -2.26953 -2.36980 -0.085 -0.075 -0.121
C -1.75171 -3.94720 -4.29629 0.076 -0.022 0.086
N -2.30389 -4.50271 -5.13613 -0.004 0.048 0.021
H 2.01886 -1.25040 -0.20293 0.012 -0.101 -0.100
H 0.51713 -1.24094 0.84203 0.241 -0.135 -0.134
H -1.65075 -1.95448 -0.17937 0.000 0.010 -0.012
H -2.80231 -3.18361 -1.97713 -0.004 -0.005 -0.028
H 0.82056 -3.25909 -4.27146 0.000 -0.004 0.004
H 2.00033 -2.05013 -2.46783 -0.006 0.008 0.006

***

Record 4
62
Properties=species:S:1:pos:R:3:forces:R:3 method="wB97M-V/def2-TZVPD" e_lumo_ev=-3.103 molar_mass_g_mol=811.66 charge=+1 de_lowest_kj_mol=10.1
Pb -0.81587 0.09961 0.12288 -0.600 -0.185 0.211
O 0.22427 2.30190 4.67903 -0.015 -0.139 0.265
C -0.45170 1.97407 3.58526 -0.028 0.188 -0.470
O -0.29308 2.51618 2.51332 0.172 -0.071 -0.053
C -1.44189 0.88329 3.80378 -0.032 -0.149 0.227
C -1.94742 0.64039 5.06766 0.019 -0.018 0.042
C -2.89264 -0.36675 5.22161 0.009 0.022 0.023
C -3.28652 -1.07516 4.10728 -0.011 -0.049 -0.037
C -2.71676 -0.76551 2.87328 0.009 -0.072 -0.103
N -1.80914 0.19202 2.71836 -0.167 0.006 0.102
C -3.16752 -1.56601 1.64662 -0.046 0.003 0.041
O -3.96841 -2.45631 1.82737 0.072 0.081 -0.145
O -2.66641 -1.20484 0.50169 0.167 0.068 0.182
H 0.84542 3.01535 4.47719 -0.013 0.113 -0.111
H -1.60989 1.23134 5.90631 0.013 -0.020 -0.001
H -3.30291 -0.58822 6.19895 -0.012 0.023 -0.056
H -4.01858 -1.86946 4.14004 0.018 0.011 0.026
O 1.76663 -0.43106 -0.06990 -0.039 -0.094 0.283
N 2.84925 -0.51059 -0.66972 0.141 0.045 -0.339
N 3.23593 0.56985 -1.23252 0.568 0.259 0.015
O 2.53430 1.73454 -1.21524 -0.542 -0.214 0.011
C 4.44826 0.60458 -2.01557 0.135 -0.036 0.039
C 5.37744 -0.42471 -1.90420 -0.153 0.013 0.081
C 6.52269 -0.37507 -2.67972 -0.006 -0.001 -0.048
C 6.74084 0.68526 -3.55123 0.042 -0.048 0.029
C 5.80348 1.70004 -3.65020 0.031 -0.013 -0.046
C 4.65054 1.66800 -2.87972 -0.153 0.062 0.028
H 5.20252 -1.24448 -1.22369 0.016 -0.004 0.008
H 7.24840 -1.17510 -2.60540 -0.021 0.048 0.030
H 7.64482 0.71709 -4.14585 -0.051 0.000 -0.003
H 5.96065 2.51696 -4.34262 -0.009 0.010 0.063
H 3.91040 2.45182 -2.95170 0.048 -0.002 -0.037
N -2.59734 0.53543 -1.63123 0.026 -0.221 -0.239
C -2.41417 -0.19487 -2.86420 -0.079 0.088 0.129
C -3.12317 0.10386 -3.99188 -0.017 0.015 -0.041
C -3.02604 -0.70152 -5.14577 -0.018 -0.003 -0.033
C -2.24303 -1.81719 -5.14189 -0.031 -0.013 -0.063
C -1.46207 -2.12938 -4.00594 -0.003 0.019 0.075
C -0.61165 -3.25706 -3.95104 0.030 0.031 -0.040
C 0.16934 -3.46804 -2.85346 0.031 -0.072 -0.035
C 0.11970 -2.53748 -1.80335 -0.009 0.105 0.078
N -0.68374 -1.49797 -1.80379 -0.175 -0.042 0.008
C -1.50993 -1.28947 -2.87161 0.115 -0.047 -0.052
H -3.22880 -0.00884 -1.03463 -0.009 0.052 0.017
H -3.01976 1.43908 -1.80857 0.004 0.037 -0.020
H -3.79585 0.95431 -3.99491 -0.005 -0.042 0.032
H -3.60930 -0.44449 -6.02015 0.015 -0.007 0.030
H -2.20464 -2.47184 -6.00411 0.030 0.033 0.021
H -0.58377 -3.93639 -4.79455 0.003 0.009 0.014
H 0.83137 -4.31959 -2.78223 -0.012 0.024 -0.001
H 0.77247 -2.64497 -0.94180 -0.062 -0.004 -0.058
Se 1.66705 2.21792 0.40618 0.405 0.341 -0.216
C 1.45434 4.01416 -0.22203 0.121 -0.082 0.119
C 0.19682 4.59458 -0.12904 0.062 -0.080 0.036
C 0.07432 5.93623 -0.46555 0.145 0.082 -0.052
N 1.09043 6.67496 -0.90509 -0.056 -0.070 -0.002
C 2.28239 6.09183 -1.02143 -0.084 -0.003 -0.014
C 2.52470 4.76861 -0.67792 0.028 0.023 -0.035
H -0.65602 4.02542 0.21568 -0.013 0.037 0.034
H -0.88274 6.43986 -0.38031 0.021 -0.034 -0.012
H 3.08570 6.71937 -1.39330 -0.017 -0.045 0.028
H 3.51660 4.34506 -0.76574 -0.007 0.031 0.035

***

E list, top to bottom, in eV: -64704.1415, -92875.8724, -76459.4971, -120151.9800